Arrangement 1

DFT (wB97M-V/def2-TZVPD) results for a 2-piece molecular cluster, C3H6N2 overall.

The geometry in ORCA input format:
```
! wB97M-V def2-TZVPD RIJCOSX def2/J DEFGRID3
* xyz 0 1
N 3.08278 1.03282 -0.79075
C 2.35506 0.08925 -0.49175
C 1.58723 -0.82887 -0.14221
N 0.95530 -1.91462 -0.01398
H 3.88174 0.87270 -1.41317
H 0.17320 -1.86316 0.61737
C -2.38845 0.45813 0.40538
H -1.79989 1.14377 1.06883
H -1.78426 -0.36516 0.07116
H -3.22850 0.29942 1.03740
H -2.83420 1.07572 -0.34828
*
```

## Properties
Kohn-Sham gap (Eh): 0.2864
SMILES: N=C=C=N.C
Highest occupied orbital energy (eV): -8.57

Arrangement 2

DFT (wB97M-V/def2-TZVPD) results for one molecule with the formula C3H6N2.

The geometry in ORCA input format:
```
! wB97M-V def2-TZVPD RIJCOSX def2/J DEFGRID3
* xyz 0 1
H 2.53370 -1.18576 0.07511
N 2.68149 -0.19628 -0.05107
C 1.57961 0.46149 -0.10084
N 0.38278 -0.18036 0.06595
C -0.87737 0.39661 0.02105
C -2.05963 -0.23741 -0.09557
H 1.42080 1.59060 -0.19310
H 0.50798 -1.16687 0.29489
H -0.96789 1.57299 0.27830
H -3.04313 0.23978 0.00621
H -2.15833 -1.29479 -0.30094
*
```

## Properties
Kohn-Sham gap (Eh): 0.3572
SMILES: [H]/N=C\NC=C
Highest occupied orbital energy (eV): -8.61

Arrangement 3

DFT (wB97M-V/def2-TZVPD) results for one molecule with the formula C3H6N2.

The geometry in ORCA input format:
```
! wB97M-V def2-TZVPD RIJCOSX def2/J DEFGRID3
* xyz 0 1
C -0.33842 -0.79423 0.95800
C -0.28107 0.29677 -0.11631
N 0.84975 1.18224 0.12084
C -0.27637 -0.30874 -1.47519
N -0.25104 -0.75992 -2.54075
H -1.00846 -1.60808 0.66746
H 0.65801 -1.21676 1.12413
H -0.68442 -0.36056 1.89918
H -1.18932 0.90760 -0.05789
H 0.81723 1.97773 -0.50969
H 1.71992 0.69052 -0.06585
*
```

## Properties
Kohn-Sham gap (Eh): 0.4142
SMILES: C[C@@H](N)C#N
Highest occupied orbital energy (eV): -10.41

Arrangement 4

DFT (wB97M-V/def2-TZVPD) results for one molecule with the formula C3H6N2.

The geometry in ORCA input format:
```
! wB97M-V def2-TZVPD RIJCOSX def2/J DEFGRID3
* xyz 0 1
H -1.73735 1.79766 0.22870
N -0.76252 1.55986 -0.25330
C -0.59295 0.26302 -0.19227
N -1.56514 -0.69975 -0.02514
C 0.72552 -0.42982 -0.33979
C 1.92758 0.22573 0.09392
H -1.25844 -1.64490 0.63097
H -2.61197 -0.49493 0.15093
H 0.95058 -1.46065 -0.75317
H 2.87034 -0.41335 -0.23030
H 2.05434 1.29712 0.68946
*
```

## Properties
Kohn-Sham gap (Eh): 0.3665
SMILES: [H]/N=C(\N)C=C
Highest occupied orbital energy (eV): -9.23

Going by the computed energies, the most stable comes first: arrangement 3, arrangement 2, arrangement 4, arrangement 1.

Arrangement 1

DFT (wB97M-V/def2-TZVPD) results for one molecule with the formula C3H6N2.

The geometry in ORCA input format:
```
! wB97M-V def2-TZVPD RIJCOSX def2/J DEFGRID3
* xyz 0 1
C -0.69768 1.79005 -0.37609
N 0.45778 1.20887 -0.37893
N 0.51120 -0.08910 -0.55127
C 1.09658 -0.94450 0.36985
C -0.32269 -1.27777 0.05253
H -1.91679 1.60472 -0.79675
H -0.49862 2.89378 -0.25297
H 1.24697 -0.65602 1.54681
H 1.99567 -1.59757 0.21605
H -0.80117 -1.78793 -0.77784
H -1.07124 -1.14453 0.94861
*
```

## Properties
Kohn-Sham gap (Eh): 0.3682
SMILES: C=NN1CC1
Highest occupied orbital energy (eV): -8.99

Arrangement 2

DFT (wB97M-V/def2-TZVPD) results for C3H6N2 as an isolated structure.

The geometry in ORCA input format:
```
! wB97M-V def2-TZVPD RIJCOSX def2/J DEFGRID3
* xyz 0 1
C 0.76274 0.51892 -0.03209
C -0.35462 0.87626 -0.34807
C 2.10097 0.03793 -0.04768
N -2.65228 -0.46000 -0.15473
N -2.14765 0.80294 0.09006
H 2.27306 -0.00722 -1.11281
H 2.88035 0.49349 0.53663
H 1.92461 -1.02602 0.25314
H -2.11773 -1.27450 0.08622
H -2.86618 -0.55409 -1.19208
H -1.94200 1.05207 1.01181
*
```

## Properties
Kohn-Sham gap (Eh): 0.3643
Highest occupied orbital energy (eV): -9.31

Going by the computed energies, the most stable comes first: arrangement 1, arrangement 2.

Arrangement 1

DFT (wB97M-V/def2-TZVPD) results for a 2-piece molecular cluster, C3H6N2 overall.

The geometry in ORCA input format:
```
! wB97M-V def2-TZVPD RIJCOSX def2/J DEFGRID3
* xyz 0 1
C -1.19587 1.03136 0.30830
C -0.13120 -1.22815 0.33833
C -0.04909 0.25454 0.21416
N -2.14157 1.68941 0.40706
N 1.16020 0.85590 0.21400
H -1.13062 -1.57457 0.09079
H 0.09614 -1.53206 1.36258
H 0.58533 -1.70568 -0.32577
H -0.38457 0.05505 -2.61582
H 1.97365 0.30906 -0.02037
H 1.21759 1.84515 0.02675
*
```

## Properties
Kohn-Sham gap (alpha / beta) (Eh): 0.2447 / 0.4080
Highest occupied orbital energy (alpha / beta) (eV): -7.12 / -10.90

Arrangement 2

DFT (wB97M-V/def2-TZVPD) results for a 2-piece molecular cluster, C3H6N2 overall.

The geometry in ORCA input format:
```
! wB97M-V def2-TZVPD RIJCOSX def2/J DEFGRID3
* xyz 0 1
C 1.74622 -0.30561 0.48145
N 0.14326 0.12151 -1.15791
N 1.33080 0.85410 0.82332
C -1.03167 -0.02807 -0.69768
C -1.99862 -0.16534 0.20431
H 1.85649 1.59638 0.35983
H 1.25227 -1.17800 0.90367
H 2.59221 -0.49420 -0.18278
H -1.14370 0.06734 -1.90063
H -1.75253 -0.00783 1.24465
H -2.99472 -0.46028 -0.07822
*
```

## Properties
Kohn-Sham gap (Eh): 0.2966
Highest occupied orbital energy (eV): -8.17

Arrangement 3

DFT (wB97M-V/def2-TZVPD) results for one molecule with the formula C3H6N2.

The geometry in ORCA input format:
```
! wB97M-V def2-TZVPD RIJCOSX def2/J DEFGRID3
* xyz 0 1
C 1.37732 -0.27192 -0.00302
N 0.69279 -1.35227 -0.00811
C -0.71751 -0.92110 0.00499
C -0.73423 0.63763 -0.00883
N 0.69535 0.91220 0.00412
H 2.46391 -0.26319 -0.00231
H -1.23804 -1.34525 -0.86095
H -1.20713 -1.32152 0.89889
H -1.21011 1.04703 -0.90839
H -1.23579 1.05392 0.86990
H 1.11342 1.82446 0.01370
*
```

## Properties
Kohn-Sham gap (Eh): 0.3463
SMILES: C1=NCCN1
Highest occupied orbital energy (eV): -8.38

Arrangement 4

DFT (wB97M-V/def2-TZVPD) results for C3H6N2 as an isolated structure.

The geometry in ORCA input format:
```
! wB97M-V def2-TZVPD RIJCOSX def2/J DEFGRID3
* xyz 0 1
C -0.31551 -0.41159 2.23613
C -0.88211 0.16409 -0.55695
C 0.27344 -0.39452 0.31430
N 0.67895 0.29525 3.04465
N -0.31550 0.98383 2.61528
H -1.00949 -1.21068 2.53986
H -1.81112 -0.17306 -0.23376
H -0.63707 -0.28511 -1.50446
H -0.79547 1.19820 -0.54486
H 1.13871 0.34763 0.55439
H 0.51999 -1.39878 -0.02896
*
```

## Properties
Kohn-Sham gap (Eh): 0.3600
Highest occupied orbital energy (eV): -9.52

Going by the computed energies, the most stable comes first: arrangement 3, arrangement 1, arrangement 4, arrangement 2.